1.
# C37H29InN6Se2

A structure of composition C37H29InN6Se2 at a distorted geometry (wB97M-V/def2-TZVPD, the Open Molecules 2025 dataset).

Calculated values
Gap between HOMO and LUMO: 7.20 eV
Total charge: +2

Each line ends with the Mulliken charge.
Geometry (Å):
In1 0.017 -0.068 -0.152  2.3908
C1 3.063 0.503 -3.824  -1.2403
C2 3.923 -0.548 -3.550  -0.8205
C3 3.904 -1.120 -2.288  -1.0221
C4 3.011 -0.634 -1.341  1.1132
N1 2.101 0.297 -1.646  0.2496
C5 2.153 0.869 -2.845  -0.2689
C6 3.046 -1.060 0.080  0.6235
C7 4.095 -1.800 0.610  -1.0064
C8 4.054 -2.157 1.948  -1.1101
C9 3.007 -1.714 2.739  -1.1855
C10 2.019 -0.927 2.161  0.9938
N2 2.041 -0.643 0.856  0.3318
C11 0.901 -0.353 2.945  0.2653
C12 0.942 -0.246 4.329  -0.9594
C13 -0.138 0.319 4.991  -0.8215
C14 -1.224 0.762 4.253  -1.2307
C15 -1.184 0.621 2.877  -0.2132
N3 -0.146 0.084 2.240  0.6434
H1 3.088 1.015 -4.775  0.5069
H2 4.620 -0.908 -4.295  0.4986
H3 4.576 -1.931 -2.049  0.4183
H4 1.447 1.670 -3.036  0.8509
H5 4.930 -2.106 -0.002  0.4179
H6 4.837 -2.769 2.374  0.4771
H7 2.954 -1.990 3.781  0.4769
H8 1.804 -0.575 4.888  0.4787
H9 -0.128 0.408 6.068  0.4768
H10 -2.082 1.213 4.731  0.5251
H11 -2.008 0.956 2.261  0.6030
Se1 0.362 -4.113 -1.864  0.0462
Se2 0.817 -3.508 0.280  0.1289
C16 -0.984 -3.153 0.887  0.2223
C17 -1.706 -4.131 1.552  -0.9390
C18 -3.013 -3.847 1.920  -0.3491
C19 -3.541 -2.605 1.602  -1.1485
C20 -2.737 -1.683 0.955  -0.1901
N4 -1.478 -1.950 0.605  0.4475
C21 0.419 -2.456 -2.850  -0.1596
C22 0.357 -2.640 -4.230  -0.8694
C23 0.334 -1.536 -5.056  -1.0001
C24 0.398 -0.277 -4.474  -0.8586
C25 0.489 -0.195 -3.102  0.2819
N5 0.486 -1.257 -2.279  0.5152
H12 -1.251 -5.086 1.773  0.5206
H13 -3.605 -4.584 2.445  0.4474
H14 -4.565 -2.360 1.848  0.5003
H15 -3.105 -0.697 0.694  0.4620
H16 0.327 -3.644 -4.634  0.4896
H17 0.263 -1.655 -6.128  0.4933
H18 0.362 0.625 -5.067  0.6652
H19 0.537 0.772 -2.622  0.0058
N6 0.788 2.280 0.140  -0.2987
C26 -0.124 2.965 0.995  0.3451
C27 0.346 3.568 2.154  -0.6330
C28 -0.516 4.243 3.001  -0.9188
C29 -1.867 4.301 2.694  -0.8792
C30 -2.339 3.672 1.554  -0.8791
C31 -1.483 2.998 0.678  0.9750
C32 -2.078 2.321 -0.509  0.1521
C33 -3.112 2.986 -1.186  -0.6531
C34 -3.827 2.377 -2.199  -1.0025
C35 -3.569 1.056 -2.534  -0.8969
C36 -2.538 0.384 -1.891  -0.2118
C37 -1.766 1.021 -0.928  0.0037
H20 1.746 2.475 0.407  0.2977
H21 0.663 2.567 -0.826  0.3621
H22 1.404 3.509 2.390  0.4594
H23 -0.133 4.732 3.886  0.4526
H24 -2.556 4.834 3.335  0.4571
H25 -3.400 3.680 1.341  0.5888
H26 -3.336 4.010 -0.914  0.6306
H27 -4.605 2.923 -2.715  0.4293
H28 -4.143 0.558 -3.304  0.4721
H29 -2.341 -0.648 -2.153  0.5731

2.
# C5H11N3

The molecule C5H11N3 at a distorted geometry (wB97M-V/def2-TZVPD, the Open Molecules 2025 dataset).

Calculated values
Gap between HOMO and LUMO (spin up / spin down): 6.91 / 6.91 eV
ΔE to the lowest compared entry with this formula, charge and spin: 65.47 kcal/mol
SMILES: CC(/C=C\N)=C(N)N

Each line ends with the Mulliken charge.
Geometry (Å):
C1 1.305 1.836 0.067  -1.4662
C2 0.280 0.773 0.359  0.6365
C3 -1.090 0.979 0.515  -0.4860
C4 -1.820 -0.124 0.033  -0.6445
N1 -1.833 -0.517 -1.332  -0.3954
C5 0.516 -0.628 0.255  0.3075
N2 1.350 -1.158 -0.725  -0.4570
N3 0.391 -1.512 1.356  -0.6219
H1 0.972 2.785 0.491  0.3826
H2 2.284 1.583 0.482  0.3256
H3 1.439 2.011 -1.007  0.2729
H4 -1.531 1.820 1.046  0.3230
H5 -2.732 -0.440 0.542  0.3659
H6 -1.954 -1.504 -1.539  0.1981
H7 -1.150 -0.011 -1.882  0.2693
H8 1.719 -0.501 -1.393  0.2320
H9 2.037 -1.830 -0.409  0.2218
H10 0.055 -2.431 1.093  0.2213
H11 -0.239 -1.130 2.048  0.3147

3.
# C25H53ClOP2Si2Zr

A structure of composition C25H53ClOP2Si2Zr at a distorted geometry (wB97M-V/def2-TZVPD, the Open Molecules 2025 dataset).

Calculated values
Gap between HOMO and LUMO (spin up / spin down): 4.56 / 4.58 eV

Each line ends with the Mulliken charge.
Geometry (Å):
Zr1 -0.557 0.000 -0.260  -0.0344
C1 -0.797 -0.022 2.072  0.5006
C2 -1.603 1.188 1.641  0.4104
C3 -2.693 0.709 0.872  -0.1126
Si1 -1.185 2.979 1.978  -0.2039
C4 -2.700 -0.715 0.860  -0.1000
C5 -1.615 -1.218 1.617  0.3290
Si2 -1.208 -3.018 1.917  -0.1790
H1 -0.490 -0.037 3.392  0.0519
H2 -3.447 1.348 0.414  0.5119
H3 -3.460 -1.339 0.391  0.5226
Cl1 1.652 0.186 -4.742  -0.3282
C6 -0.938 -3.379 3.719  -1.0414
C7 -2.605 -4.073 1.275  -1.1115
C8 -0.914 3.305 3.787  -0.9777
C9 -2.579 4.048 1.354  -1.0953
H4 -3.404 -4.045 2.030  0.3985
H5 -2.276 -5.116 1.168  0.3535
H6 -3.018 -3.728 0.321  0.3262
H7 -0.579 -2.505 4.269  0.1417
H8 -0.212 -4.197 3.823  0.3361
H9 -1.891 -3.702 4.158  0.3050
H10 -3.390 3.995 2.095  0.3877
H11 -2.975 3.733 0.382  0.3187
H12 -2.251 5.094 1.285  0.3579
H13 -1.885 3.498 4.263  0.2959
H14 -0.287 4.199 3.901  0.3448
H15 -0.438 2.464 4.299  0.0999
C10 0.387 -3.337 0.950  -0.9915
C11 0.416 3.313 1.023  -1.0803
P1 0.377 -2.556 -0.700  0.0299
H16 0.555 -4.423 0.877  0.8368
H17 1.219 -2.905 1.534  0.4081
P2 0.404 2.560 -0.639  0.1568
H18 1.244 2.867 1.603  0.4320
H19 0.593 4.398 0.967  0.8486
C12 2.111 2.932 -1.278  0.5399
C13 -0.785 3.609 -1.636  1.2662
C14 -0.824 -3.584 -1.705  1.3582
C15 2.055 -2.965 -1.388  0.7063
C16 3.052 -1.836 -1.075  -1.0320
H20 1.903 -3.012 -2.479  0.3241
C17 2.611 -4.311 -0.911  -1.5966
H21 2.733 -4.330 0.179  0.2655
H22 3.602 -4.452 -1.362  0.5256
H23 1.997 -5.167 -1.207  0.2638
H24 3.022 -1.044 -1.834  0.0867
H25 4.075 -2.237 -1.067  0.4532
H26 2.871 -1.377 -0.091  0.1182
H27 -1.789 -3.383 -1.213  -0.1736
C18 -0.568 -5.093 -1.657  -1.7378
C19 -0.920 -3.105 -3.160  -1.4993
H28 -0.478 -5.497 -0.642  0.3442
H29 0.326 -5.365 -2.234  0.3528
H30 -1.420 -5.602 -2.131  0.4363
H31 -1.271 -2.068 -3.242  0.2575
H32 -1.645 -3.737 -3.692  0.4724
H33 0.043 -3.188 -3.683  0.3080
H34 -1.755 3.379 -1.166  -0.1448
C20 -0.850 3.165 -3.105  -1.3498
C21 -0.563 5.122 -1.536  -1.8433
H35 -0.426 5.489 -0.512  0.3319
H36 -1.454 5.626 -1.940  0.4411
H37 0.287 5.443 -2.150  0.4378
H38 -1.401 2.224 -3.223  0.2251
H39 0.146 3.035 -3.549  0.2092
H40 -1.382 3.928 -3.691  0.4757
C22 3.113 1.868 -0.789  -1.0326
C23 2.609 4.336 -0.923  -1.5990
H41 2.015 2.857 -2.374  0.3373
H42 2.667 4.477 0.163  0.2897
H43 1.995 5.136 -1.346  0.2107
H44 3.621 4.455 -1.331  0.5337
H45 2.770 1.331 0.109  0.0564
H46 4.068 2.349 -0.535  0.4211
H47 3.327 1.127 -1.569  0.2544
C24 0.730 0.064 -3.066  0.8530
H48 1.277 0.753 -2.402  -0.2789
H49 -0.303 0.361 -3.286  0.1473
H50 0.829 -0.993 -2.776  -0.6392
C25 -0.089 -0.062 4.539  -2.5224
O1 0.487 -0.023 1.456  -0.7174
H51 -0.936 -0.116 5.231  0.3897
H52 0.501 0.837 4.727  0.5070
H53 0.568 -0.927 4.662  0.5182

4.
# C9H20IrN6S2

A structure of composition C9H20IrN6S2 (wB97M-V/def2-TZVPD, the Open Molecules 2025 dataset).

Calculated values
Spin multiplicity: 2
Gap between HOMO and LUMO (spin up / spin down): 8.14 / 6.40 eV
Total charge: +4
ΔE to the lowest compared entry with this formula, charge and spin: 0.00 kcal/mol

Each line ends with the Löwdin spin population.
Geometry (Å):
Ir1 -0.306 -0.284 0.223  0.0266
C1 -0.561 -3.179 -0.224  -0.0006
C2 0.533 -3.107 0.819  0.0000
N1 0.445 -1.747 1.470  0.0008
C3 1.772 -1.230 1.971  0.0033
C4 2.727 -0.976 0.806  0.0017
S1 1.809 -0.312 -0.650  0.0041
C5 1.790 -1.703 -1.863  0.0005
C6 0.336 -1.898 -2.253  0.0024
N2 -0.566 -1.899 -1.032  0.0069
H1 -1.541 -3.260 0.249  -0.0001
H2 -0.449 -4.030 -0.898  0.0000
H3 1.528 -3.231 0.406  0.0000
H4 0.401 -3.871 1.586  0.0000
H5 -0.165 -1.864 2.282  0.0007
H6 2.202 -1.950 2.672  0.0003
H7 1.565 -0.315 2.530  0.0018
H8 3.250 -1.870 0.471  0.0001
H9 3.485 -0.237 1.068  0.0002
H10 2.272 -2.572 -1.422  0.0000
H11 2.383 -1.383 -2.722  -0.0001
H12 0.178 -2.821 -2.814  0.0004
H13 -0.002 -1.072 -2.882  0.0001
H14 -1.515 -1.820 -1.407  -0.0002
C7 -1.286 4.943 -0.948  0.0311
C8 -1.633 4.007 0.117  0.1441
N3 -2.283 4.360 1.261  0.2399
N4 -2.429 3.280 1.963  0.1353
C9 -1.898 2.171 1.366  0.0415
S2 -1.863 0.604 1.915  0.3352
N5 -1.392 2.664 0.189  0.0010
N6 -0.806 1.793 -0.762  -0.0004
H15 -1.716 5.920 -0.719  -0.0003
H16 -1.660 4.598 -1.920  0.0101
H17 -0.194 5.053 -1.021  0.0143
H18 -2.924 3.323 2.862  -0.0002
H19 -1.496 1.661 -1.510  -0.0003
H20 0.009 2.253 -1.179  -0.0001

5.
# C41H67BFN5O4P2Ti

A structure of composition C41H67BFN5O4P2Ti at a distorted geometry (wB97M-V/def2-TZVPD, the Open Molecules 2025 dataset).

Calculated values
Gap between HOMO and LUMO: 6.05 eV
Total charge: +2
ΔE to the lowest compared entry with this formula, charge and spin: 15.64 kcal/mol

Each line ends with the Mulliken charge.
Geometry (Å):
Ti1 -0.159 -0.860 1.303  -0.1271
C1 5.096 1.286 -0.605  -1.7280
C2 3.635 1.395 -0.176  1.4198
C3 3.024 2.617 -0.863  -1.9585
C4 3.551 1.615 1.339  -1.6719
P1 2.474 -0.116 -0.451  1.5166
C5 3.488 -1.434 0.417  -1.7230
N1 2.923 -1.787 1.698  0.2887
B1 1.581 -1.692 2.184  2.4628
N2 1.603 -2.324 3.468  0.3658
C6 0.529 -2.665 4.374  -2.0836
P2 -1.098 -2.015 3.716  1.3049
C7 -2.182 -3.580 3.779  1.5700
C8 -3.629 -3.174 3.497  -1.7720
C9 -2.115 -4.389 5.076  -1.6319
C10 -1.681 -4.442 2.611  -1.5157
C11 -1.657 -0.784 5.064  1.7967
C12 -2.761 0.065 4.419  -1.5827
C13 -2.162 -1.370 6.377  -1.9183
C14 -0.434 0.093 5.368  -1.5221
C15 2.893 -2.741 3.750  0.2064
C16 3.414 -3.379 4.863  -0.8049
C17 4.762 -3.697 4.855  -0.8787
C18 5.569 -3.378 3.771  -0.9577
C19 5.062 -2.723 2.662  -0.7359
C20 3.712 -2.411 2.653  0.6245
C21 2.620 -0.740 -2.260  2.0246
C22 4.033 -0.845 -2.828  -1.9270
C23 1.956 -2.124 -2.296  -2.0604
C24 1.787 0.190 -3.146  -1.6339
H1 5.645 2.122 -0.172  0.5037
H2 5.213 1.350 -1.681  0.3331
H3 5.572 0.374 -0.261  0.2428
H4 3.490 3.531 -0.497  0.5141
H5 1.957 2.681 -0.658  0.2125
H6 3.175 2.589 -1.940  0.3614
H7 4.243 2.398 1.645  0.5824
H8 3.793 0.718 1.905  0.1526
H9 2.545 1.923 1.610  0.2493
H10 4.510 -1.076 0.567  0.1140
H11 3.540 -2.322 -0.224  0.5760
H12 0.731 -2.267 5.374  0.6422
H13 0.488 -3.758 4.459  0.9113
H14 -4.071 -2.652 4.341  0.3026
H15 -4.235 -4.059 3.309  0.5332
H16 -3.685 -2.531 2.620  0.1760
H17 -2.628 -3.894 5.892  0.3393
H18 -1.096 -4.598 5.386  0.2434
H19 -2.608 -5.346 4.915  0.5460
H20 -1.989 -4.001 1.665  0.2306
H21 -2.114 -5.439 2.666  0.6405
H22 -0.594 -4.548 2.627  0.2056
H23 -3.722 -0.443 4.428  0.3150
H24 -2.519 0.289 3.377  0.1160
H25 -2.885 1.002 4.959  0.5048
H26 -3.121 -1.865 6.256  0.3519
H27 -2.299 -0.556 7.089  0.4887
H28 -1.447 -2.071 6.803  0.3674
H29 0.207 0.188 4.492  0.0496
H30 0.150 -0.331 6.180  0.3916
H31 -0.746 1.087 5.681  0.4639
H32 2.802 -3.620 5.719  0.5046
H33 5.194 -4.199 5.707  0.4297
H34 6.615 -3.644 3.795  0.4193
H35 5.714 -2.472 1.838  0.4901
H36 4.725 -1.285 -2.116  0.2330
H37 4.408 0.127 -3.130  0.3620
H38 4.013 -1.475 -3.716  0.5486
H39 2.651 -2.923 -2.043  0.3972
H40 1.590 -2.328 -3.299  0.6058
H41 1.113 -2.166 -1.604  0.3169
H42 2.137 1.218 -3.094  0.1737
H43 0.743 0.155 -2.847  0.0519
H44 1.856 -0.135 -4.183  0.6656
C25 -5.634 0.803 -3.912  -1.0177
C26 -4.448 -0.096 -4.247  -1.0244
N3 -3.410 0.010 -3.233  0.1703
C27 -3.350 -0.946 -2.275  0.0191
C28 -2.427 -0.945 -1.278  -0.2040
C29 -2.296 -1.978 -0.187  -0.6402
O1 -2.375 -3.177 -0.451  -0.7454
O2 -2.003 -1.491 0.951  -0.5247
C30 -1.428 0.075 -1.215  0.4311
O3 -0.435 0.015 -0.433  -0.2841
C31 -1.580 1.150 -2.166  0.7073
C32 -0.717 2.249 -2.093  -0.0270
C33 -0.763 3.221 -3.049  0.3580
F1 0.064 4.293 -2.940  -0.4393
C34 -1.642 3.144 -4.142  -0.4960
C35 -2.551 2.088 -4.173  -0.8464
C36 -2.548 1.083 -3.195  0.2424
N4 -1.575 4.083 -5.166  0.1171
C37 -2.723 4.729 -5.734  -0.6229
C38 -2.680 6.236 -5.430  -0.8498
N5 -1.399 6.804 -5.926  -0.0566
C39 -0.232 6.127 -5.302  -0.6597
C40 -0.329 4.634 -5.630  -0.7631
H45 -6.404 0.703 -4.671  0.4118
H46 -5.332 1.845 -3.849  0.3030
H47 -6.058 0.512 -2.954  0.3472
H48 -4.022 0.145 -5.224  0.4588
H49 -4.779 -1.135 -4.280  0.4716
H50 -4.080 -1.738 -2.336  0.6052
H51 -0.016 2.310 -1.277  0.1103
H52 -3.246 2.042 -4.994  0.6330
H53 -3.634 4.311 -5.305  0.4415
H54 -2.741 4.577 -6.823  0.3069
H55 -2.732 6.409 -4.354  0.3538
H56 -3.516 6.742 -5.912  0.4358
H57 -1.370 7.812 -5.739  0.3588
H58 -1.349 6.667 -6.945  0.3873
H59 -0.273 6.285 -4.223  0.4294
H60 0.694 6.553 -5.691  0.3566
H61 0.510 4.098 -5.188  0.3741
H62 -0.271 4.503 -6.721  0.3406
C41 -0.032 1.092 2.074  -1.6185
H63 0.758 1.244 2.815  0.5524
H64 -0.974 1.423 2.524  0.6044
H65 0.177 1.783 1.251  0.5262
O4 0.183 -3.168 0.212  -0.8543
H66 -0.667 -3.564 -0.080  0.2679
H67 0.760 -3.899 0.454  0.3445